DFT (ωB97M-V with the def2-TZVPD basis set) results for a structure of composition C30H27IOPdSi2.

XYZ file:
```
62
Properties=species:S:1:pos:R:3:mulliken_charge:R:1
Pd -0.258 1.514 0.031 -0.891
I -2.278 3.076 0.862 -0.588
O -1.448 0.236 -0.458 -0.332
Si -1.869 -1.363 -0.374 0.151
C -1.596 -2.085 1.365 0.354
C -2.251 -3.251 1.813 -0.073
C -2.027 -3.749 3.099 -0.700
C -1.153 -3.093 3.962 -0.303
C -0.501 -1.936 3.543 -0.738
C -0.719 -1.435 2.258 -0.130
C -0.828 -2.448 -1.529 0.066
C 0.086 -1.839 -2.416 -0.511
C 0.866 -2.606 -3.284 -0.479
C 0.750 -3.993 -3.285 -0.327
C -0.143 -4.616 -2.418 -0.690
C -0.925 -3.854 -1.546 0.096
C -3.698 -1.660 -0.777 0.190
C -4.695 -1.223 0.122 -0.152
C -6.050 -1.430 -0.147 -0.601
C -6.439 -2.068 -1.321 -0.307
C -5.475 -2.492 -2.232 -0.605
C -4.117 -2.286 -1.967 -0.231
H -2.951 -3.786 1.173 0.278
H -2.539 -4.649 3.430 0.344
H -0.983 -3.480 4.963 0.337
H 0.177 -1.419 4.218 0.428
H -0.199 -0.522 1.961 -0.151
H 0.201 -0.754 -2.436 0.436
H 1.565 -2.117 -3.958 0.366
H 1.359 -4.589 -3.961 0.335
H -0.230 -5.700 -2.418 0.348
H -1.612 -4.381 -0.886 0.225
H -4.428 -0.708 1.046 0.407
H -6.802 -1.085 0.559 0.346
H -7.493 -2.223 -1.532 0.334
H -5.780 -2.976 -3.156 0.348
H -3.399 -2.617 -2.718 0.328
C 5.008 1.523 3.079 -0.349
C 4.391 2.700 3.496 -0.416
C 3.306 3.214 2.782 -0.449
C 2.821 2.556 1.638 0.336
C 3.455 1.369 1.232 -0.192
C 4.541 0.859 1.947 -0.563
Si 1.352 3.244 0.693 0.479
C 2.134 4.117 -0.773 0.385
C 2.561 3.399 -1.903 -0.285
C 3.133 4.058 -2.994 -0.512
C 3.284 5.443 -2.975 -0.360
C 2.865 6.170 -1.864 -0.419
C 2.295 5.514 -0.770 -0.411
H 5.854 1.126 3.633 0.328
H 4.755 3.220 4.378 0.330
H 2.846 4.137 3.132 0.265
H 3.118 0.827 0.350 0.192
H 5.025 -0.057 1.619 0.335
H 0.672 4.242 1.533 -0.298
H 2.461 2.316 -1.950 0.167
H 3.463 3.489 -3.860 0.332
H 3.730 5.954 -3.824 0.322
H 2.984 7.250 -1.846 0.327
H 1.979 6.110 0.085 0.270
H -0.155 0.827 1.574 0.276
```

Output
Frontier orbital gap (spin up / spin down) in Ha: 0.124 / 0.213
Expectation value of S²: 2.011
Charge: -2
Energy in Eh: -2239.21900
HOMO level (spin up / spin down) in eV: 1.15 / -1.28
Spin multiplicity: 3

***

DFT (ωB97M-V with the def2-TZVPD basis set) results for a cluster of 10 separate species, C34H91F6N5O14P in total.

XYZ file:
```
151
Properties=species:S:1:pos:R:3:mulliken_charge:R:1
P -0.033 -0.494 0.265 1.812
F 0.586 -2.013 -0.094 -0.358
F 1.424 -0.053 0.793 -0.837
F 0.402 -0.271 -1.287 -0.495
F -0.526 1.024 0.486 -0.459
F -1.547 -0.989 -0.038 0.020
F -0.375 -0.996 1.770 -0.531
C 2.237 1.935 6.394 -0.777
O 2.563 1.522 5.085 -0.432
C 1.491 1.247 4.201 -0.028
C 0.529 0.154 4.675 -0.323
N 1.077 -1.209 4.832 -0.274
C 2.248 -1.378 5.712 -0.578
C 2.934 -2.711 5.362 -0.909
O 3.015 -2.810 3.971 -0.091
C 3.800 -3.887 3.515 -0.890
H 1.426 2.669 6.285 0.335
H 3.055 2.506 6.830 0.265
H 1.903 1.166 7.093 0.270
H 2.022 0.908 3.306 -0.397
H 1.054 2.225 3.963 0.592
H -0.228 0.043 3.903 -0.208
H 0.095 0.590 5.576 0.539
H 1.433 -1.594 3.960 0.508
H 1.915 -1.434 6.755 0.263
H 2.920 -0.518 5.698 0.458
H 2.240 -3.464 5.753 0.421
H 3.923 -2.715 5.830 0.416
H 3.596 -4.829 4.035 0.343
H 4.813 -3.574 3.810 0.330
H 3.807 -4.076 2.446 0.131
C -2.045 -4.668 0.233 -0.498
O -2.392 -5.203 -1.020 -0.440
C -1.635 -4.723 -2.107 -0.674
C -2.141 -3.366 -2.613 0.137
N -3.577 -3.294 -2.960 0.100
C -3.875 -4.233 -4.101 -0.909
C -5.205 -3.879 -4.726 -0.775
O -5.346 -2.488 -4.900 -0.017
C -6.281 -2.193 -5.898 -0.849
H -0.958 -4.717 0.344 0.297
H -2.557 -5.158 1.060 0.297
H -2.367 -3.623 0.315 0.184
H -1.431 -5.425 -2.920 0.390
H -0.618 -4.587 -1.712 0.241
H -1.494 -2.959 -3.392 0.598
H -2.017 -2.671 -1.778 -0.736
H -3.983 -3.880 -2.227 0.245
H -3.774 -5.268 -3.757 0.430
H -3.094 -4.189 -4.868 0.402
H -5.999 -4.418 -4.194 0.317
H -5.184 -4.366 -5.712 0.451
H -7.138 -2.880 -5.912 0.410
H -5.859 -2.115 -6.904 0.235
H -6.796 -1.253 -5.684 0.211
C 7.894 -1.253 3.259 -0.807
O 6.967 -1.513 2.244 -0.334
C 5.809 -0.722 2.326 -0.684
C 4.863 -1.171 1.191 0.207
N 5.567 -0.886 -0.069 -0.250
C 4.684 -1.129 -1.203 -0.200
C 4.085 -2.532 -1.360 -0.283
O 5.193 -3.393 -1.545 -0.378
C 4.777 -4.741 -1.730 -0.726
H 7.375 -1.195 4.225 0.285
H 8.335 -0.251 3.154 0.311
H 8.704 -1.975 3.305 0.256
H 6.001 0.346 2.188 0.476
H 5.252 -0.819 3.267 0.284
H 3.933 -0.599 1.155 0.014
H 4.529 -2.198 1.357 -0.070
H 6.389 -1.468 -0.174 0.342
H 5.214 -0.949 -2.144 0.367
H 3.887 -0.382 -1.178 -0.262
H 3.411 -2.464 -2.220 0.582
H 3.488 -2.730 -0.466 0.097
H 4.589 -5.156 -0.734 0.226
H 5.553 -5.320 -2.227 0.244
H 3.856 -4.783 -2.315 0.326
C -6.913 -2.018 1.898 -0.930
O -6.176 -1.796 0.710 -0.259
C -6.312 -0.461 0.225 -0.918
C -5.252 -0.249 -0.840 -0.091
N -5.533 -1.040 -2.039 0.456
C -6.623 -0.467 -2.848 -1.019
C -6.202 0.742 -3.669 -0.729
O -5.002 0.461 -4.284 -0.040
C -4.817 1.198 -5.468 -1.052
H -6.719 -1.172 2.572 0.334
H -6.518 -2.852 2.475 0.291
H -7.987 -2.051 1.709 0.297
H -6.264 0.321 0.993 0.583
H -7.330 -0.349 -0.172 0.373
H -4.314 -0.646 -0.442 -0.406
H -5.191 0.829 -0.993 0.068
H -5.802 -1.921 -1.613 0.297
H -7.527 -0.126 -2.317 0.331
H -6.927 -1.287 -3.496 0.501
H -6.092 1.624 -3.021 0.462
H -7.037 0.782 -4.388 0.485
H -5.455 0.827 -6.279 0.290
H -3.797 1.189 -5.848 0.187
H -5.078 2.250 -5.295 0.435
C 1.906 10.423 -2.158 -0.729
O 2.630 9.217 -2.187 -0.297
C 3.825 9.238 -1.417 -0.666
C 4.441 7.850 -1.422 -0.564
N 3.567 6.889 -0.764 -0.294
C 3.715 5.547 -1.272 -0.881
C 2.845 4.536 -0.571 -0.120
O 3.261 4.404 0.790 -0.420
C 2.236 3.749 1.519 -0.482
H 1.609 10.667 -1.133 0.311
H 1.059 10.245 -2.818 0.233
H 2.447 11.293 -2.549 0.281
H 3.521 9.510 -0.397 0.362
H 4.483 10.023 -1.802 0.455
H 5.454 7.866 -1.017 0.333
H 4.503 7.520 -2.471 0.334
H 2.615 7.210 -0.888 0.271
H 4.751 5.234 -1.407 0.449
H 3.332 5.449 -2.308 0.401
H 2.718 3.549 -1.028 0.099
H 1.814 4.921 -0.561 0.279
H 2.264 2.669 1.321 0.142
H 1.218 4.099 1.340 0.349
H 2.436 3.751 2.593 0.244
C -2.615 1.535 -2.381 -0.513
O -2.496 0.107 -2.581 -0.309
H -3.295 1.731 -1.543 0.052
H -1.631 1.962 -2.208 0.384
H -3.219 2.039 -3.141 0.173
H -1.574 -0.046 -2.348 0.163
C 3.214 1.486 -3.156 -0.710
O 1.959 1.877 -2.638 -0.501
H 4.060 1.664 -2.482 0.288
H 3.185 0.448 -3.483 0.300
H 3.474 2.193 -3.952 0.332
H 1.383 1.111 -2.578 0.264
C -3.772 0.869 2.321 -0.269
O -2.453 0.657 2.797 -0.535
H -4.352 -0.002 2.640 0.300
H -4.232 1.797 2.657 0.289
H -3.735 0.854 1.229 -0.181
H -1.884 0.280 2.115 0.172
C -1.649 -3.126 4.131 -0.192
O -0.912 -3.148 5.335 -0.717
H -1.408 -2.161 3.691 0.014
H -1.348 -3.955 3.460 0.096
H -2.694 -3.458 4.143 0.345
H -0.176 -2.499 5.251 0.531
```

Output
Frontier orbital gap in Ha: 0.302
Charge: -1
Energy in Eh: -3617.63574
HOMO level in eV: -5.87

***

DFT (ωB97M-V with the def2-TZVPD basis set) results for a cluster of 2 separate species, C4H9N2S in total.

XYZ file:
```
16
Properties=species:S:1:pos:R:3:mulliken_charge:R:1
C 1.824 -0.578 0.716 -0.091
C 1.132 1.180 -0.609 -0.443
C -0.053 0.239 -0.211 -0.197
C -2.713 -0.591 0.175 -0.807
N 2.260 0.584 0.214 -0.141
N 0.560 -0.849 0.464 0.111
S -1.577 0.897 0.386 0.010
H 2.418 -1.145 1.433 0.394
H 1.444 1.140 -1.695 0.270
H 0.936 2.144 -0.401 0.375
H -0.856 -0.560 -1.905 0.164
H -3.183 -0.281 -0.808 0.295
H -3.333 -0.311 0.995 0.353
H -1.990 -1.423 0.230 0.295
H 3.054 1.220 0.335 0.277
H 0.077 -1.668 0.680 0.137
```

Output
Frontier orbital gap (spin up / spin down) in Ha: 0.295 / 0.284
Charge: +1
Energy in Eh: -665.10515
HOMO level (spin up / spin down) in eV: -12.72 / -12.19

***

DFT (ωB97M-V with the def2-TZVPD basis set) results for a cluster of 2 separate species, C9H12O in total.

XYZ file:
```
22
Properties=species:S:1:pos:R:3:mulliken_charge:R:1
O 2.392 -2.095 0.054 -0.497
C 2.335 -0.774 -0.114 0.262
C 2.814 0.260 0.643 -0.399
C 2.459 1.494 0.032 -0.311
C 1.771 1.261 -1.072 -0.623
C 1.616 -0.208 -1.269 -0.363
H 2.984 -2.207 0.801 0.321
H 3.162 0.063 1.691 0.296
H 2.805 2.478 0.476 0.353
H 1.198 2.015 -1.687 0.338
H 0.507 -0.447 -1.281 0.119
H 2.075 -0.429 -2.137 0.487
C -2.571 0.973 -0.768 -0.982
C -2.022 -0.034 0.174 0.242
C -1.050 -0.475 0.885 -0.133
C -2.259 -1.321 0.935 -0.688
H -2.158 0.616 -1.824 0.201
H -2.265 1.959 -0.571 0.301
H -3.709 1.038 -0.912 0.289
H -0.186 -0.268 1.514 0.364
H -2.301 -2.244 0.362 0.168
H -2.893 -1.317 1.768 0.255
```

Output
Frontier orbital gap in Ha: 0.317
Charge: 0
Energy in Eh: -425.20612
HOMO level in eV: -7.79
SMILES string: OC1=CC=CC1.CC1=CC1

***

DFT (ωB97M-V with the def2-TZVPD basis set) results for the molecule C2H2S5.

XYZ file:
```
9
Properties=species:S:1:pos:R:3:mulliken_charge:R:1
S 0.058 -2.781 0.290 -0.136
C -0.650 -1.238 -0.022 0.008
S -2.336 -1.083 -0.177 -0.005
S -2.435 1.011 -0.345 -0.071
S -0.479 1.490 -0.822 -0.017
C 0.296 1.687 0.620 0.047
S 1.980 1.837 0.618 -0.057
H 1.360 -2.392 0.381 0.151
H 2.206 1.470 -0.542 0.079
```

Output
Frontier orbital gap in Ha: 0.290
Charge: 0
Energy in Eh: -2068.18084
HOMO level in eV: -8.43
SMILES string: SC#S#S#S#CS

***

DFT (ωB97M-V with the def2-TZVPD basis set) results for a cluster of 2 separate species, C2H2N2O in total.

XYZ file:
```
7
Properties=species:S:1:pos:R:3:mulliken_charge:R:1
O -0.864 -1.930 -0.586 -0.449
C 0.120 -1.226 -0.659 0.079
C 0.294 -0.083 0.192 0.129
N -0.425 0.741 0.700 0.452
N -0.735 1.830 1.170 -0.797
H 0.984 -1.440 -1.300 0.296
H 0.626 2.109 0.483 0.290
```

Output
Frontier orbital gap in Ha: 0.276
Charge: 0
Energy in Eh: -261.91186
HOMO level in eV: -9.42

***

DFT (ωB97M-V with the def2-TZVPD basis set) results for a cluster of 2 separate species, C5H11O2S in total.

XYZ file:
```
19
Properties=species:S:1:pos:R:3:mulliken_charge:R:1
C 0.048 2.183 -0.687 -0.847
C -1.590 1.395 1.553 -0.656
S -1.711 2.208 -0.099 -0.138
H 0.029 1.621 -1.626 0.219
H 0.181 3.241 -0.833 0.355
H 0.785 1.698 -0.055 0.272
H -1.070 2.098 2.193 0.250
H -1.101 0.411 1.594 0.210
H -2.634 1.175 1.800 0.292
C 0.189 -1.170 -0.363 0.555
C 0.551 -2.299 -1.338 -1.281
C 1.354 -1.149 0.730 0.521
O 2.390 -1.804 0.557 -0.728
O 1.054 -0.487 1.767 -0.712
H 0.084 -0.153 -0.869 -0.469
H -0.706 -1.427 0.212 0.173
H 0.940 -3.092 -0.685 0.299
H 1.447 -1.909 -1.814 0.273
H -0.241 -2.539 -2.037 0.413
```

Output
Frontier orbital gap in Ha: 0.265
Charge: -1
Energy in Eh: -745.81248
HOMO level in eV: -4.06

***

DFT (ωB97M-V with the def2-TZVPD basis set) results for the molecule C3H3FN2.

XYZ file:
```
9
Properties=species:S:1:pos:R:3:mulliken_charge:R:1
H 2.097 -0.389 -0.296 0.264
N 1.086 -0.110 -0.219 -0.447
C 0.593 0.847 0.324 0.019
N -0.937 0.812 0.475 -0.009
F -1.224 2.092 -0.028 -0.213
C -1.562 -0.244 0.024 -0.051
C -2.145 -1.287 0.027 -0.264
H 1.011 1.768 0.872 0.297
H -2.851 -2.070 -0.187 0.403
```

Output
Frontier orbital gap in Ha: 0.365
Charge: 0
Energy in Eh: -325.28659
HOMO level in eV: -9.11
SMILES string: [H]/N=C/N(F)C#C

***

no.,maximum force (eV Å⁻¹)
1,9.02
2,2.83
3,4.61
4,3.80
5,3.99
6,5.31
7,1.83
8,5.19